C58H117F6N15O14S2 | ωB97M-V with the def2-TZVPD basis set

As for the spin multiplicity: 1. Its HOMO-LUMO gap is 0.48 eV. Its total energy is -5546.8663 Ha. As for the total charge: +6. The calculation puts the lowest unoccupied orbital energy at -8.5268 eV.

Bonds (Å) are listed after each position.
Positions of all 212 atoms, in Å:
1 H 1.0542 4.2110 -6.3286  C52 1.089
2 N -1.8207 -8.1908 -11.5177  C23 1.504, C155 1.385, C187 1.331
3 H -4.5008 -19.4559 -3.5328  C203 1.081
4 C 0.4638 1.2373 1.4281  C8 1.562, N190 1.321, H204 1.084
5 C -3.4701 -8.4239 10.4409  N45 1.519, H151 1.088, H158 1.081, H167 1.127
6 H 3.1483 -3.2424 0.7991  C16 1.077
7 N -0.2121 -7.4695 11.5329  C136 1.355, C137 1.275, C201 1.505
8 C 0.2723 -0.1897 2.0336  C4 1.562, N202 1.333, H210 1.134
9 H 9.7247 12.0599 6.8669  C154 1.121
10 C -0.5601 2.4737 -4.9232  C26 1.322, N89 1.415, H181 1.125
11 H -4.8853 -10.9832 -10.2237  C208 1.098
12 H -8.8201 6.1273 5.3562  C146 1.058
13 O -5.9129 -18.5118 0.8326  C85 1.238, C209 1.498
14 N -2.2692 16.4919 -8.0348  C21 1.294, C46 1.335, C147 1.535
15 H 2.5179 -6.0785 11.5896  C194 1.178
16 C 2.7629 -2.9643 1.7655  H6 1.077, H55 1.070, C134 1.575, H162 1.127
17 H -3.2543 -18.7580 0.1141  C20 1.074
18 C -3.5117 -8.7309 -12.8605  N125 1.372, H130 1.085, C155 1.361
19 H 0.8048 -8.2792 13.0717  C201 1.087
20 C -3.9074 -18.5817 -0.7200  H17 1.074, H42 1.078, N196 1.578, C209 1.542
21 C -2.9462 17.5860 -7.8977  N14 1.294, H148 1.064, N163 1.321
22 O 3.8260 -1.5632 -2.0636  S131 1.406
23 C -0.4164 -7.8544 -11.0989  N2 1.504, H51 1.071, H78 1.077, H101 1.104
24 H -0.1921 -19.6076 -4.9197  C96 1.048
25 H 10.7322 2.8661 -1.0268  C192 1.069
26 C -1.6885 2.1160 -4.3345  C10 1.322, N160 1.397, H169 1.043
27 O 8.5940 10.8223 5.4015  C142 1.307, C154 1.533
28 H 1.2241 4.8701 -4.5696  C52 1.124
29 H 3.2073 0.0234 1.2173  C47 1.139
30 H 12.5455 0.6378 0.0072  C108 1.130
31 H 9.5198 1.6280 -0.9071  C192 1.087
32 H 12.0050 15.8335 0.4717  no bonds
33 H -11.1527 8.3778 7.1396  C110 1.078
34 O 11.2695 0.8912 -1.5153  C108 1.398, C192 1.430
35 H -9.6486 7.6145 5.1030  C146 1.108
36 H 6.1680 13.1445 8.9375  C122 1.082
37 C -2.9246 4.5540 1.4678  F48 1.326, F164 1.364, F185 1.303, S198 1.936
38 H -0.9621 15.5719 -6.6352  C147 1.082
39 H -11.0830 5.2767 6.2077  C156 1.083
40 H 12.2571 -0.2419 -4.9014  C182 1.060
41 H -2.6878 13.6075 -6.2663  C129 1.104
42 H -3.7508 -17.5910 -1.1155  C20 1.078
43 H 4.1294 13.0546 9.5960  C171 1.081
44 F 2.7502 1.8634 -2.5536  C205 1.365
45 N -2.1633 -7.7768 10.8651  C5 1.519, C75 1.361, C137 1.297
46 C -1.4924 16.5150 -9.1199  N14 1.335, H135 1.075, C189 1.372
47 C 2.2231 -0.1337 0.6666  H29 1.139, O178 1.350, N190 1.513, N202 1.481
48 F -3.7483 4.3772 2.4923  C37 1.326
49 H 3.9089 12.8622 7.9003  C171 1.194
50 H -2.1136 5.3396 -4.6971  C111 1.099
51 H 0.1908 -8.5993 -11.5722  C23 1.071
52 C 0.5867 4.7125 -5.4821  H1 1.089, H28 1.124, N89 1.473, H91 1.089
53 C -8.7405 6.4353 7.9533  C99 1.408, N100 1.340, H114 1.104
54 H -7.3448 -17.2991 0.2685  C85 1.008
55 H 3.2426 -2.2096 2.3536  C16 1.070
56 H -3.4331 3.1842 -2.4811  C193 1.069
57 O -3.9835 2.6855 -0.3503  S198 1.437
58 H -5.3210 -19.9895 -0.3288  C209 1.079
59 H 14.2950 -4.0939 -4.9015  C166 1.040
60 H 13.3246 1.5625 -1.3655  C108 1.131
61 H 14.6931 -1.3241 -5.3609  C173 1.104
62 H 1.5431 -5.5027 12.8992  C194 1.091
63 C 2.3550 2.3648 0.2254  H79 1.080, H102 1.070, H113 1.051, N190 1.455
64 H -2.5032 -5.8880 9.8896  C75 1.079
65 H 5.9367 11.7654 9.9842  C122 1.096
66 C -4.7644 2.3997 -3.9567  H72 1.095, H103 1.047, H138 1.089, C193 1.464
67 N -10.0027 8.0176 8.9003  C99 1.391, C110 1.313, C168 1.490
68 H 6.1396 10.7781 7.3969  N177 1.041
69 F 3.4263 0.4231 -4.2083  C205 1.339
70 H 2.0819 12.3550 10.3424  C123 1.173
71 H -3.2658 -18.2539 -3.5752  C203 1.058
72 H -5.3110 2.7759 -4.8277  C66 1.095
73 H -5.9001 -8.5885 -11.7466  C94 1.068
74 H 12.1296 -1.8545 -3.0201  N133 1.040
75 C -1.8280 -6.5301 10.4327  N45 1.361, H64 1.079, C136 1.357
76 H 0.1139 -5.5347 10.7016  C136 1.061
77 H 2.7736 10.6279 11.0063  C123 1.321
78 H -0.0896 -6.8602 -11.3536  C23 1.077
79 H 3.1943 2.0652 -0.3843  C63 1.080
80 H 14.5391 -1.8485 -3.7122  C173 1.097
81 H 2.7107 -6.7979 13.2526  C194 1.097
82 O -2.7744 1.8184 1.5715  S198 1.498
83 H -4.2107 19.7986 -9.0801  C115 1.111
84 H -2.9644 -8.6352 -9.7157  C187 1.054
85 C -6.7100 -17.5794 0.9996  O13 1.238, H54 1.008, H86 1.065
86 H -6.8326 -17.2646 2.0099  C85 1.065
87 H 7.2945 10.8010 8.6374  N177 1.074
88 H -2.7377 20.0174 -10.0269  C115 1.074
89 N -0.5737 3.8720 -5.1412  C10 1.415, C52 1.473, C111 1.371
90 H -6.6086 -10.6041 -10.5563  C208 1.067
91 H 0.2531 5.6970 -5.8078  C52 1.089
92 H -6.2657 -18.6415 -1.1408  C209 1.113
93 O -2.1184 -1.1063 -4.0341  C199 1.210
94 C -5.2790 -9.0203 -10.9927  H73 1.068, H104 1.051, N125 1.530, C208 1.500
95 H -10.4181 8.5953 10.7921  C168 1.064
96 C -0.3525 -19.8958 -3.9246  H24 1.048, H105 1.073, O139 1.250
97 H -3.7803 -20.4187 -1.6319  N196 1.025
98 H 0.9202 -2.5640 2.7914  C134 1.082
99 C -8.9312 7.1647 9.1420  C53 1.408, N67 1.391, H179 1.097
100 N -9.5924 6.9699 7.0675  C53 1.340, C110 1.306, C146 1.487
101 H -0.3273 -8.0073 -10.0086  C23 1.104
102 H 2.8398 2.7465 1.0997  C63 1.070
103 H -5.4426 2.3135 -3.1636  C66 1.047
104 H -5.4073 -8.5202 -10.0772  C94 1.051
105 H 0.5717 -19.7144 -3.4102  C96 1.073
106 H -1.9711 13.6539 -7.9540  C129 1.136
107 H 13.2215 -4.1399 -6.3342  C166 1.150
108 C 12.5997 0.7300 -1.1174  H30 1.130, O34 1.398, H60 1.131, C211 1.540
109 H -16.7501 -11.6124 5.4419  C152 1.087
110 C -10.3574 7.8557 7.6467  H33 1.078, N67 1.313, N100 1.306
111 C -1.8211 4.2818 -4.7453  H50 1.099, N89 1.371, N160 1.295
112 H -2.5353 15.9592 -6.0610  C147 1.055
113 H 1.6809 3.0488 -0.2012  C63 1.051
114 H -7.9429 5.6949 7.7676  C53 1.104
115 C -3.1062 19.6799 -9.0759  H83 1.111, H88 1.074, H132 1.061, N163 1.411
116 H -4.1017 4.3581 -3.5441  C193 1.109
117 H 7.1892 12.7589 6.4194  C144 1.058
118 H -16.8145 -13.4854 4.9798  C152 1.110
119 H -1.5126 -8.1144 -13.6544  C155 1.097
120 H 13.4763 0.5578 -4.1316  C182 1.076
121 H -11.7976 8.7083 9.7446  C168 1.112
122 C 5.6886 12.1763 8.9984  H36 1.082, H65 1.096, C171 1.472, N177 1.605
123 C 2.2393 11.2530 9.9731  H70 1.173, H77 1.321, H153 1.089, O183 1.490
124 H -1.1255 -9.1944 12.1462  C137 1.086
125 N -3.8621 -8.8257 -11.5374  C18 1.372, C94 1.530, C187 1.302
126 H 0.5662 -2.9180 1.0257  C134 1.155
127 O 13.0564 -2.5005 -5.0927  C166 1.387, C173 1.442
128 H 11.3599 -0.3987 -2.7541  N133 1.052
129 C -2.6159 14.2005 -7.1951  H41 1.104, H106 1.136, C147 1.489, H159 1.048
130 H -4.2170 -8.8686 -13.6729  C18 1.085
131 S 3.5814 -0.2505 -1.6239  O22 1.406, O161 1.460, O178 1.690, C205 1.866
132 H -2.6711 20.3513 -8.3791  C115 1.061
133 N 12.3014 -0.8327 -2.9346  H74 1.040, H128 1.052, C182 1.481, C211 1.523
134 C 1.2840 -2.4220 1.7827  C16 1.575, H98 1.082, H126 1.155, N202 1.553
135 H -0.8389 15.6803 -9.2993  C46 1.075
136 C -0.5489 -6.3499 10.8481  N7 1.355, C75 1.357, H76 1.061
137 C -1.1864 -8.2921 11.5442  N7 1.275, N45 1.297, H124 1.086
138 H -4.3478 1.4366 -4.2475  C66 1.089
139 O -1.3885 -20.4317 -3.4755  C96 1.250, C188 1.503
140 H -17.6134 -12.7425 6.5931  C152 1.106
141 H -11.8026 6.3888 5.1351  C156 1.033
142 C 9.5085 10.2557 4.6596  O27 1.307, H184 1.107
143 F 1.6051 0.1024 -3.3180  C205 1.274
144 C 7.6486 12.2602 7.2319  H117 1.058, C154 1.559, H172 1.079, N177 1.485
145 H 9.2053 10.4419 7.3712  C154 1.131
146 C -9.7074 6.6376 5.6222  H12 1.058, H35 1.108, N100 1.487, C156 1.518
147 C -2.0170 15.5241 -6.8709  N14 1.535, H38 1.082, H112 1.055, C129 1.489
148 H -3.6993 17.8503 -7.1934  C21 1.064
149 H -1.3747 18.2846 -10.5462  C189 1.066
150 H -3.0951 -21.2906 -4.2506  C188 1.068
151 H -4.2311 -7.6557 10.3199  C5 1.088
152 C -16.9964 -12.6440 5.6803  H109 1.087, H118 1.110, H140 1.106
153 H 1.6054 10.3786 10.1161  C123 1.089
154 C 8.8510 11.3598 6.8141  H9 1.121, O27 1.533, C144 1.559, H145 1.131
155 C -2.2224 -8.2963 -12.8386  N2 1.385, C18 1.361, H119 1.097
156 C -10.9475 5.8294 5.2862  H39 1.083, H141 1.033, C146 1.518, H186 1.045
157 H -10.3184 -8.3104 -9.7499  no bonds
158 H -3.8813 -9.1350 11.1434  C5 1.081
159 H -3.5987 14.2479 -7.5545  C129 1.048
160 N -2.4681 3.2728 -4.2537  C26 1.397, C111 1.295, C193 1.460
161 O 4.5500 0.6005 -0.9391  S131 1.460
162 H 2.7679 -3.9119 2.3758  C16 1.127
163 N -2.6827 18.3403 -8.9491  C21 1.321, C115 1.411, C189 1.363
164 F -3.4917 5.4490 0.6085  C37 1.364
165 H 9.1526 8.8128 3.9630  no bonds
166 C 13.3379 -3.8515 -5.2270  H59 1.040, H107 1.150, O127 1.387, H207 1.105
167 H -3.2499 -8.8561 9.4241  C5 1.127
168 C -10.7138 8.9401 9.8295  N67 1.490, H95 1.064, H121 1.112, H206 1.110
169 H -2.1600 1.2878 -3.9114  C26 1.043
170 O -1.6090 2.7855 -0.1507  S198 1.407
171 C 4.2239 12.2526 8.8773  H43 1.081, H49 1.194, C122 1.472, O183 1.452
172 H 7.9771 13.0709 7.8628  C144 1.079
173 C 13.9468 -1.4957 -4.5652  H61 1.104, H80 1.097, O127 1.442, C182 1.494
174 H -2.3351 -20.1522 -5.2686  C188 1.084
175 H 14.1601 -0.6003 -1.8337  C211 1.080
176 H 9.9861 -4.1606 11.1517  no bonds
177 N 6.6928 11.4219 8.0000  H68 1.041, H87 1.074, C122 1.605, C144 1.485
178 O 2.2792 -0.5904 -0.6021  C47 1.350, S131 1.690
179 H -8.3170 7.1390 10.0510  C99 1.097
180 H -2.3609 -19.7066 -1.5661  N196 1.044
181 H 0.3029 1.8309 -5.2499  C10 1.125
182 C 13.0036 -0.4081 -4.1670  H40 1.060, H120 1.076, N133 1.481, C173 1.494
183 O 3.3344 11.1095 8.9731  C123 1.490, C171 1.452
184 H 10.6075 10.3446 4.7554  C142 1.107
185 F -1.7824 5.0353 1.8700  C37 1.303
186 H -10.7682 5.1833 4.4850  C156 1.045
187 C -2.8631 -8.5224 -10.7587  N2 1.331, H84 1.054, N125 1.302
188 C -2.6711 -20.3099 -4.2503  O139 1.503, H150 1.068, H174 1.084, C203 1.546
189 C -1.7562 17.7152 -9.7292  C46 1.372, H149 1.066, N163 1.363
190 N 1.5922 1.2391 0.7420  C4 1.321, C47 1.513, C63 1.455
191 H 10.6927 1.6570 0.3483  C192 1.099
192 C 10.5675 1.8540 -0.7251  H25 1.069, H31 1.087, O34 1.430, H191 1.099
193 C -3.7192 3.3179 -3.5021  H56 1.069, C66 1.464, H116 1.109, N160 1.460
194 C 1.9436 -6.4549 12.5468  H15 1.178, H62 1.091, H81 1.097, C201 1.533
195 H 1.6399 -8.4037 11.5113  C201 1.121
196 N -3.3456 -19.5181 -1.8585  C20 1.578, H97 1.025, H180 1.044, C203 1.555
197 H -5.4657 -10.9450 -11.8581  C208 1.084
198 S -2.8481 2.8732 0.5110  C37 1.936, O57 1.437, O82 1.498, O170 1.407
199 C -2.6796 -2.1053 -4.4241  O93 1.210, O212 1.194
200 H 12.7190 -1.4268 -0.9679  C211 1.118
201 C 1.1145 -7.6989 12.2063  N7 1.505, H19 1.087, C194 1.533, H195 1.121
202 N 1.2259 -0.9079 1.4408  C8 1.333, C47 1.481, C134 1.553
203 C -3.4430 -19.2808 -3.3923  H3 1.081, H71 1.058, C188 1.546, N196 1.555
204 H -0.2220 2.0748 1.4911  C4 1.084
205 C 2.7515 0.5972 -3.0644  F44 1.365, F69 1.339, S131 1.866, F143 1.274
206 H -10.4384 9.9893 9.5955  C168 1.110
207 H 12.4950 -4.5037 -4.9367  C166 1.105
208 C -5.6018 -10.4811 -10.8876  H11 1.098, H90 1.067, C94 1.500, H197 1.084
209 C -5.3950 -18.9287 -0.5099  O13 1.498, C20 1.542, H58 1.079, H92 1.113
210 H -0.5158 -0.7565 2.6193  C8 1.134
211 C 13.0962 -0.6265 -1.6518  C108 1.540, N133 1.523, H175 1.080, H200 1.118
212 O -3.2632 -3.0329 -4.8976  C199 1.194